Run A
The following is a quantum chemistry calculation of C2H3BrOS as an isolated structure, from the OMol25 dataset.

Results
* gap between HOMO and LUMO (alpha / beta): 9.1 / 6.8 eV
* charge: 0
* HOMO energy (alpha / beta): -9.14 / -7.85 eV
* LUMO energy (alpha / beta): -0.04 / -1.03 eV

Element x y z (Å)
Br (-1.59916, -2.27935, 1.42868)
S (-1.98073, -2.12881, -1.99455)
O (-2.61200, -3.27376, -1.44163)
C (-1.06242, -1.33972, -0.05814)
C (-0.21975, -0.20939, 0.12161)
H (0.82364, -0.36299, 0.06705)
H (-0.30037, 0.34581, 0.98901)
H (-0.11774, 0.48810, -0.76217)


Run B
The following is a quantum chemistry calculation of one molecule with the formula C2H3BrOS, from the OMol25 dataset.

Results
* gap between HOMO and LUMO: 8.5 eV
* charge: 0
* HOMO energy: -8.85 eV
* LUMO energy: -0.32 eV
* structure (SMILES): OCC(=S)Br

Element x y z (Å)
Br (-0.79031, -0.46135, -2.47264)
S (1.52026, -1.52119, -0.69645)
O (0.06362, 0.07469, 1.67058)
C (-0.42923, 0.48808, 0.49276)
C (0.23740, -0.57755, -0.91961)
H (-0.18883, 1.40765, -0.13563)
H (1.09881, 0.13289, 1.74184)
H (-1.51172, 0.45678, 0.31917)


Going by the energies, run B is most stable and the next is 2.113 eV up.


Run A
The following is a quantum chemistry calculation of a 4-piece molecular cluster, CH7O5 overall, from the OMol25 dataset.

Results
* gap between HOMO and LUMO: 8.9 eV
* charge: -1
* HOMO energy: -4.98 eV
* LUMO energy: 3.96 eV

Element x y z (Å)
O (0.14865, -1.98569, -1.93477)
O (-0.24359, 0.72580, -0.35212)
O (2.65939, -1.79227, 1.38289)
O (-1.29393, 0.18830, 1.54516)
O (-2.13820, 2.96518, -0.91538)
C (-0.28963, 0.35180, 0.84518)
H (0.07144, -1.17934, -1.37047)
H (-0.51053, -1.67861, -2.58079)
H (2.31679, -1.02678, 1.83140)
H (-1.84408, 3.34855, -0.09946)
H (-1.46364, 2.27129, -0.99019)
H (0.70750, 0.17513, 1.32444)
H (1.87982, -2.36335, 1.31411)


Run B
The following is a quantum chemistry calculation of a 4-piece molecular cluster, CH7O5 overall, from the OMol25 dataset.

Results
* gap between HOMO and LUMO: 8.7 eV
* charge: -1
* HOMO energy: -5.18 eV
* LUMO energy: 3.54 eV

Element x y z (Å)
O (-1.81745, -1.53254, 2.33321)
O (1.97171, 1.09636, 0.70987)
O (0.70539, -1.79177, -1.56311)
O (0.25858, -1.38370, 0.60636)
O (-0.05720, 3.04211, -2.13130)
C (-0.03955, -1.49735, -0.63059)
H (-1.16253, -1.50568, 1.57692)
H (1.59427, 0.21218, 0.92486)
H (-1.12326, -1.29581, -0.81439)
H (0.19406, 2.32945, -1.52716)
H (-1.24792, -1.63245, 3.10014)
H (1.26054, 1.42827, 0.17309)
H (-0.53663, 2.53092, -2.75788)


Going by the energies, run B is most stable and the next is 0.100 eV up.